(1)
Density functional theory data (wB97M-V/def2-TZVPD) for a molecular structure, C39H49GeN5OSSi3Yb at a distorted geometry.

The geometry in XYZ format:
```
100
C39H49GeN5OSSi3Yb (wB97M-V/def2-TZVPD)
Yb -0.08218 -1.31397 -1.27506
C 4.49801 -0.84024 -2.01225
C 5.18436 -0.91719 -0.79972
C 4.46757 -1.14298 0.35201
C 3.03388 -1.06268 0.36248
N 2.40176 -0.91509 -0.83922
C 3.12712 -0.88307 -1.97230
N 2.37656 -1.02440 1.53616
C 1.08630 -0.95806 1.76968
N -0.03737 -0.90949 0.97472
C -1.17966 -0.91452 1.79142
N -2.39804 -0.44967 1.51054
C -3.01525 -0.35351 0.29018
C -4.16140 0.46988 0.22294
C -4.99564 0.37909 -0.89802
C -4.65100 -0.48074 -1.90595
C -3.42265 -1.11578 -1.86450
N -2.58978 -1.02309 -0.81250
C -0.77215 -0.98594 3.22041
C -1.44734 -1.01520 4.42548
C -0.68259 -1.04632 5.60520
C 0.68450 -1.00719 5.58143
C 1.38855 -1.03496 4.35335
C 0.64157 -1.00784 3.19829
H 4.94876 -0.60510 -2.96744
H 6.25019 -0.99825 -0.71953
H 4.96997 -1.39079 1.34410
H 2.52123 -0.81416 -2.86789
H -4.44953 1.11632 1.08195
H -5.96152 0.88576 -0.84852
H -5.24504 -0.67219 -2.82762
H -3.21012 -1.96259 -2.57308
H -2.53568 -0.93535 4.45399
H -1.16049 -1.11737 6.58784
H 1.29779 -1.00137 6.45886
H 2.46902 -1.12807 4.35996
C 0.06899 1.59094 -1.76598
Si -0.46435 3.44229 -1.72032
C 0.47419 4.47455 -2.97424
C -2.20354 3.77990 -2.25875
Ge 0.19650 3.80083 0.54392
Si -1.54080 4.87947 1.83203
C -0.94768 5.62760 3.37473
C -2.14585 6.21702 0.65364
C -2.87168 3.55772 2.01933
Si 2.10613 5.14582 0.60689
C 2.60784 5.70404 2.31354
C 2.08393 6.62996 -0.51791
C 3.27634 3.85138 -0.17360
H 0.35135 1.32127 -2.80708
H -0.84549 0.99991 -1.54634
H 0.91712 1.24152 -1.11451
H 1.52881 4.66475 -2.83092
H -0.02697 5.42105 -3.20393
H 0.38586 3.89815 -3.91075
H -2.30677 3.38667 -3.29776
H -2.48332 4.86299 -2.34177
H -3.03690 3.35674 -1.61628
H -1.55209 5.41102 4.30176
H -1.01061 6.72481 3.24618
H 0.08238 5.33715 3.63425
H -2.24806 5.88650 -0.35551
H -1.49070 7.10936 0.71416
H -3.17304 6.56262 0.97944
H -2.45316 2.53295 2.20513
H -3.35447 3.46314 1.00209
H -3.67308 3.76456 2.72883
H 1.95556 6.49724 2.75500
H 3.63898 6.01175 2.28365
H 2.52354 4.81889 2.97346
H 2.86001 7.33887 -0.18722
H 1.05500 7.13423 -0.48419
H 2.29316 6.43961 -1.58178
H 3.77744 3.12074 0.52722
H 4.09009 4.49915 -0.55967
H 2.92910 3.25361 -1.02755
O 0.02900 -3.47981 -1.76389
S 0.78313 -4.63601 -1.02872
C 1.24545 -5.75486 -2.38184
C 2.19712 -6.75902 -2.27192
C 2.40540 -7.66997 -3.25842
C 1.56304 -7.67831 -4.36672
C 0.69052 -6.65763 -4.53773
C 0.43936 -5.74014 -3.52560
C -0.51867 -5.56527 -0.32469
C -0.39285 -5.83545 1.03965
C -1.29656 -6.62289 1.71491
C -2.26044 -7.26195 1.00735
C -2.51738 -6.96646 -0.33822
C -1.60014 -6.13136 -1.00082
H 2.92256 -6.84098 -1.46274
H 3.05197 -8.53707 -3.12431
H 1.56864 -8.57052 -5.00367
H 0.18456 -6.55526 -5.50453
H -0.29945 -4.94375 -3.66634
H 0.38268 -5.29535 1.61237
H -1.23141 -6.79162 2.85144
H -2.92895 -7.95371 1.52633
H -3.35391 -7.37955 -0.84018
H -1.78716 -5.95768 -2.06828
```

Output
Highest occupied orbital energy, eV: -11.93
Charge: +2
Kohn-Sham gap, hartree: 0.155
Calculated total energy, eV: -173238.0566

Results of the Mulliken charge analysis, in e, for atoms 1 through 99:
1. Yb 1.042
2. C -0.948
3. C -0.465
4. C -0.582
5. C 0.103
6. N 0.353
7. C -0.174
8. N -0.527
9. C -0.084
10. N 0.616
11. C -0.279
12. N -0.365
13. C -0.027
14. C -0.242
15. C -0.578
16. C -0.727
17. C -0.130
18. N -0.085
19. C -0.058
20. C -0.212
21. C -0.602
22. C -0.711
23. C -0.103
24. C 0.284
25. H 0.450
26. H 0.504
27. H 0.393
28. H 0.392
29. H 0.597
30. H 0.456
31. H 0.372
32. H 0.365
33. H 0.507
34. H 0.406
35. H 0.480
36. H 0.525
37. C -0.692
38. Si 0.292
39. C -1.138
40. C -1.053
41. Ge 0.314
42. Si 0.318
43. C -1.120
44. C -0.922
45. C -0.792
46. Si 0.430
47. C -1.082
48. C -0.955
49. C -1.156
50. H 0.583
51. H 0.020
52. H 0.200
53. H 0.316
54. H 0.319
55. H 0.406
56. H 0.396
57. H 0.369
58. H 0.250
59. H 0.374
60. H 0.361
61. H 0.297
62. H 0.166
63. H 0.329
64. H 0.354
65. H 0.137
66. H 0.117
67. H 0.545
68. H 0.296
69. H 0.427
70. H 0.320
71. H 0.401
72. H 0.255
73. H 0.347
74. H 0.340
75. H 0.392
76. H 0.310
77. O -0.608
78. S 0.311
79. C 0.465
80. C -0.420
81. C -0.500
82. C -0.403
83. C -0.672
84. C -0.348
85. C 0.608
86. C -0.276
87. C -0.619
88. C -0.356
89. C -0.778
90. C -0.071
91. H 0.361
92. H 0.358
93. H 0.378
94. H 0.373
95. H 0.365
96. H 0.339
97. H 0.313
98. H 0.361
99. H 0.474

(2)
Density functional theory data (wB97M-V/def2-TZVPD) for a molecular structure, C28H40F5KN6O3Te.

The geometry in XYZ format:
```
84
C28H40F5KN6O3Te (wB97M-V/def2-TZVPD)
K 1.25468 -1.18737 -0.14532
C -0.72638 4.15640 -5.19524
C -0.34994 3.27658 -4.03448
C 0.40233 3.72705 -2.99325
C 0.78746 2.83005 -1.95613
C 1.80606 2.99635 -1.02854
N 2.19133 4.14905 -0.47361
C 1.23213 5.20314 -0.12759
C -0.02226 4.62516 0.54255
C 0.28293 3.78629 1.80048
N -0.44901 2.53068 1.87319
C -1.62088 2.40370 2.45441
C -2.39474 1.24705 2.49239
C -3.69212 1.30150 3.07618
C -4.53319 0.23414 3.05489
C -5.89880 0.25937 3.68497
C -4.08695 -0.92856 2.36399
C -2.85453 -1.06557 1.79233
C -2.60119 -2.26213 0.97724
N -1.60136 -2.45568 0.22735
C -1.64945 -3.63861 -0.61461
C -2.01103 -3.29328 -2.06451
C -0.89372 -2.70934 -2.93010
N -0.48878 -1.38259 -2.50825
C -0.75871 -0.42248 -3.28557
C -0.42283 0.99434 -3.08099
C -0.69964 1.88808 -4.07270
C 0.16466 1.52490 -1.86134
O 0.10974 0.97648 -0.75366
C -1.88004 0.00820 1.93081
O -0.68539 -0.10539 1.61542
H -0.44305 5.19193 -5.01048
H -1.80242 4.12931 -5.37861
H -0.23167 3.83153 -6.11331
H 0.78795 4.74057 -3.01219
H 2.35147 2.09988 -0.72996
H 3.02374 4.10219 0.09065
H 0.94816 5.77785 -1.00827
H 1.74878 5.88813 0.54505
H -0.54436 3.99347 -0.17489
H -0.69614 5.44836 0.78573
H 0.06298 4.35923 2.70226
H 1.34213 3.53114 1.83688
H -0.10823 1.70173 1.37263
H -2.01289 3.30174 2.92841
H -4.01012 2.23257 3.53753
H -6.13317 1.25283 4.06636
H -5.96310 -0.44161 4.52026
H -6.67432 -0.01679 2.96776
H -4.78638 -1.75547 2.26193
H -3.41865 -3.00201 1.01559
H -2.39179 -4.35794 -0.23778
H -0.66497 -4.11065 -0.59450
H -2.86869 -2.61416 -2.06889
H -2.33597 -4.21925 -2.54754
H -1.22834 -2.70686 -3.97776
H -0.01992 -3.36341 -2.85885
H -1.26660 -0.61308 -4.24531
H -1.20479 1.52519 -4.96460
N 1.79520 -0.91981 2.81847
C 2.69244 -1.98448 3.26582
C 2.79110 -3.10067 2.23686
C 1.50808 -3.91027 2.07213
C 1.63438 -4.99133 1.00705
N 1.79018 -4.38945 -0.32179
H 1.80045 -0.14674 3.47178
H 0.82673 -1.21891 2.76166
H 2.40032 -2.42119 4.23223
H 3.68383 -1.54766 3.39705
H 3.60772 -3.76441 2.54009
H 3.11540 -2.67662 1.28084
H 0.66837 -3.26034 1.80038
H 1.25465 -4.37725 3.02894
H 0.72231 -5.59291 0.99509
H 2.45996 -5.66545 1.27109
H 1.77426 -5.10536 -1.03897
H 2.69665 -3.94143 -0.41814
F 3.63958 -2.26787 -1.73329
Te 4.69944 -0.70346 -1.52108
F 6.09409 -1.74638 -2.17511
F 5.97438 0.64467 -1.35532
F 4.47126 -0.26938 -3.31915
F 5.24801 -1.39757 0.13514
O 3.28116 0.18035 -0.90016
```

Output
Energy above the lowest of the compared OMol25 structures with the same formula, charge and spin, kJ/mol: 81.62
Highest occupied orbital energy, eV: -7.63
Kohn-Sham gap, hartree: 0.266
Calculated total energy, eV: -81975.9545

Calculated atomic charges, method Mulliken, unit e:
1. K 1.068
2. C -1.717
3. C 0.522
4. C -0.418
5. C 0.140
6. C -0.151
7. N -0.063
8. C -1.156
9. C -0.263
10. C -1.156
11. N 0.235
12. C 0.111
13. C 0.226
14. C -0.880
15. C 0.339
16. C -1.641
17. C -0.532
18. C 0.750
19. C -0.777
20. N 0.344
21. C -0.472
22. C -0.789
23. C -0.900
24. N 0.346
25. C -0.860
26. C 0.121
27. C -0.610
28. C 0.135
29. O -0.119
30. C 0.324
31. O -0.009
32. H 0.368
33. H 0.362
34. H 0.350
35. H 0.348
36. H 0.401
37. H 0.388
38. H 0.265
39. H 0.496
40. H 0.213
41. H 0.608
42. H 0.567
43. H 0.429
44. H -0.374
45. H 0.415
46. H 0.329
47. H 0.360
48. H 0.325
49. H 0.345
50. H 0.406
51. H 0.221
52. H 0.541
53. H -0.268
54. H 0.322
55. H 0.430
56. H 0.414
57. H 0.273
58. H 0.184
59. H 0.422
60. N -0.271
61. C -1.094
62. C 0.108
63. C 0.371
64. C -1.101
65. N -0.349
66. H 0.225
67. H 0.024
68. H 0.380
69. H 0.462
70. H 0.415
71. H -0.320
72. H -0.416
73. H 0.423
74. H 0.458
75. H 0.456
76. H 0.231
77. H 0.092
78. F -0.526
79. Te 2.100
80. F -0.388
81. F -0.417
82. F -0.428
83. F -0.466
84. O -1.254

(3)
Density functional theory data (wB97M-V/def2-TZVPD) for 6 unconnected molecules or ions with the total composition C29H25BrFN5O3 at a distorted geometry.

The geometry in XYZ format:
```
64
C29H25BrFN5O3 (wB97M-V/def2-TZVPD)
O -2.86831 2.43514 -1.35433
C -2.62262 2.38594 -0.20432
O -1.71318 3.07378 0.60702
C -2.48074 3.28698 1.78874
O -2.48460 4.26599 2.39815
C -3.25757 1.97374 1.94637
Br -3.99185 1.30662 3.58197
C -3.36179 1.39518 0.74751
F -3.93098 0.28315 0.38122
N 2.70773 4.56299 -2.43474
C 1.92561 4.99873 -1.44176
C 0.62298 4.56770 -1.25280
C 0.09803 3.64723 -2.12088
C 0.88001 3.17267 -3.16116
C 2.17422 3.66104 -3.27325
H 2.37806 5.72580 -0.77546
H 0.02747 4.94901 -0.43345
H -0.91564 3.30257 -1.98580
H 0.49915 2.44511 -3.86553
H 2.83121 3.32241 -4.06733
N 0.88878 -1.74528 -0.03598
C 0.65526 -0.52781 -0.53320
C 1.05167 0.64784 0.08511
C 1.72720 0.55832 1.29175
C 1.97953 -0.69374 1.82792
C 1.54277 -1.80884 1.12715
H 0.12085 -0.50746 -1.47789
H 0.83710 1.60822 -0.36636
H 2.05299 1.45414 1.80746
H 2.50342 -0.80460 2.76813
H 1.71835 -2.81023 1.50430
N 1.97724 7.20843 -6.02454
C 2.40004 6.89141 -4.79704
C 3.29625 7.65728 -4.06840
C 3.78676 8.81733 -4.64493
C 3.36390 9.16564 -5.91798
C 2.46184 8.33173 -6.55974
H 1.99256 5.97609 -4.38956
H 3.60106 7.35111 -3.07657
H 4.49030 9.44315 -4.10878
H 3.72490 10.06364 -6.40184
H 2.09943 8.56458 -7.55562
N 0.66832 -5.10813 1.92912
C 1.38934 -5.79896 2.81740
C 1.34951 -7.17969 2.93737
C 0.51076 -7.88403 2.08976
C -0.24782 -7.18949 1.16149
C -0.13120 -5.80915 1.12135
H 2.02807 -5.20236 3.46047
H 1.95767 -7.68753 3.67417
H 0.44802 -8.96423 2.15139
H -0.91424 -7.70708 0.48429
H -0.70145 -5.22124 0.41021
N -4.29202 -5.63744 4.66373
C -2.98318 -5.87131 4.53864
C -2.45444 -6.94264 3.83539
C -3.33269 -7.82561 3.22963
C -4.69538 -7.60445 3.34728
C -5.11987 -6.50034 4.07017
H -2.33504 -5.15514 5.03239
H -1.38480 -7.08123 3.76487
H -2.95961 -8.67668 2.67167
H -5.41280 -8.27209 2.88871
H -6.17652 -6.28390 4.18698
```

Output
Highest occupied orbital energy, eV: -9.44
Kohn-Sham gap, hartree: 0.321
SMILES: O=C1OC(=O)C(Br)=C1F.c1ccncc1.c1ccncc1.c1ccncc1.c1ccncc1.c1ccncc1
Calculated total energy, eV: -116828.9335

Calculated atomic charges, method Mulliken, unit e:
1. O -0.498
2. C 0.567
3. O -0.138
4. C 0.453
5. O -0.402
6. C -0.282
7. Br -0.087
8. C 0.633
9. F -0.258
10. N -0.545
11. C -0.314
12. C -0.270
13. C -0.168
14. C -0.285
15. C -0.557
16. H 0.391
17. H 0.408
18. H 0.508
19. H 0.429
20. H 0.394
21. N -0.500
22. C -0.347
23. C -0.007
24. C -0.521
25. C -0.413
26. C -0.092
27. H 0.411
28. H 0.443
29. H 0.424
30. H 0.372
31. H 0.254
32. N -0.506
33. C -0.168
34. C -0.189
35. C -0.475
36. C -0.309
37. C -0.263
38. H 0.443
39. H 0.380
40. H 0.362
41. H 0.362
42. H 0.359
43. N -0.332
44. C -0.142
45. C -0.486
46. C -0.229
47. C -0.526
48. C -0.194
49. H 0.362
50. H 0.355
51. H 0.371
52. H 0.400
53. H 0.405
54. N -0.569
55. C -0.328
56. C -0.088
57. C -0.241
58. C -0.393
59. C -0.227
60. H 0.376
61. H 0.383
62. H 0.405
63. H 0.355
64. H 0.342

(4)
Density functional theory data (wB97M-V/def2-TZVPD) for a molecular structure, C14H17NZn.

The geometry in XYZ format:
```
33
C14H17NZn (wB97M-V/def2-TZVPD)
Zn 0.34442 -0.39594 -0.75008
C 1.93157 2.60829 -1.52476
C 1.68621 1.57719 -0.46233
C 0.88669 1.83733 0.65419
C 0.71684 0.89952 1.68123
C -0.14131 1.21447 2.86690
C 1.37380 -0.33890 1.58998
C 2.21153 -0.65499 0.51094
C 3.01949 -1.92239 0.47222
C 2.29907 0.29018 -0.56216
H 1.37322 2.39450 -2.43782
H 2.98787 2.63076 -1.79107
H 1.63813 3.59594 -1.17696
H 0.41608 2.80890 0.74653
H -0.17596 2.28582 3.05363
H 0.22206 0.71073 3.76061
H -1.16663 0.87814 2.69158
H 1.28402 -1.04600 2.40643
H 2.57218 -2.68634 -0.16581
H 3.11449 -2.33996 1.47216
H 4.01626 -1.71848 0.08331
H 2.98192 0.09107 -1.38079
C -4.19484 -1.41863 -1.17532
C -3.63023 -0.41196 -1.94769
C -2.29235 -0.12772 -1.79798
N -1.51823 -0.79928 -0.91713
C -2.06721 -1.78057 -0.16738
C -3.39852 -2.11104 -0.27196
H -5.24396 -1.66272 -1.27778
H -4.21629 0.14701 -2.66305
H -1.81660 0.64673 -2.38500
H -1.41310 -2.29878 0.52169
H -3.80063 -2.90286 0.34368
```

Output
Energy above the lowest of the compared OMol25 structures with the same formula, charge and spin, kJ/mol: 7.13
Highest occupied orbital energy, eV: -17.41
Charge: +2
Kohn-Sham gap, hartree: 0.356
Calculated total energy, eV: -64686.6401

Calculated atomic charges, method Mulliken, unit e:
1. Zn -0.096
2. C -1.367
3. C 0.520
4. C -0.507
5. C 0.979
6. C -1.418
7. C -0.554
8. C 0.410
9. C -1.380
10. C -0.841
11. H 0.303
12. H 0.389
13. H 0.420
14. H 0.519
15. H 0.414
16. H 0.410
17. H 0.307
18. H 0.554
19. H 0.314
20. H 0.418
21. H 0.390
22. H 0.787
23. C -0.049
24. C -0.719
25. C 0.196
26. N 0.036
27. C 0.202
28. C -0.761
29. H 0.429
30. H 0.423
31. H 0.407
32. H 0.442
33. H 0.421

(5)
Density functional theory data (wB97M-V/def2-TZVPD) for a single C15H15NO5S2 molecule at a distorted geometry.

The geometry in XYZ format:
```
38
C15H15NO5S2 (wB97M-V/def2-TZVPD)
O 0.13439 -4.66363 4.46131
O -1.27714 -5.57759 2.64909
O -0.15798 -2.54114 -2.37854
O 2.14781 -2.06546 -1.60339
O -0.35680 1.48849 0.29329
C 0.47371 3.70276 -4.02068
C -0.74487 3.75548 -3.37764
C 1.60114 3.32592 -3.33394
C -0.78533 3.54530 -1.97956
C 1.57623 3.09046 -1.96102
C -0.02797 -0.62439 2.27458
C -0.33632 -1.72336 3.06766
C -0.16310 -3.14566 1.06356
C 0.35534 3.22873 -1.26106
C 0.20349 -0.77717 0.90930
C -0.46108 -2.97321 2.44459
C 0.19763 -2.03946 0.29042
N -2.30901 -4.01715 4.15846
C 0.25889 2.80649 0.17854
C 0.54635 0.39430 0.03535
C 0.41668 -0.03086 -1.42283
S -0.87129 -4.41680 3.43416
S 0.70277 -1.80073 -1.42534
H 0.57756 3.93738 -5.07453
H -1.62747 3.92956 -3.95900
H 2.52068 3.26418 -3.90087
H -1.75931 3.56109 -1.50617
H 2.46615 2.81736 -1.39472
H 0.00757 0.36615 2.71023
H -0.52515 -1.58875 4.15145
H -0.29114 -4.13892 0.60741
H -2.52961 -4.85264 4.69893
H -2.95094 -3.91782 3.38792
H 1.26471 2.80626 0.68925
H -0.37570 3.54394 0.74136
H 1.56657 0.69970 0.24541
H 1.11963 0.48639 -2.10646
H -0.58710 0.14480 -1.78654
```

Output
Highest occupied orbital energy, eV: -9.94
Kohn-Sham gap, hartree: 0.355
SMILES: NS(=O)(=O)c1ccc2c(c1)S(=O)(=O)C[C@H]2OCc1ccccc1
Calculated total energy, eV: -49194.3581

Calculated atomic charges, method Mulliken, unit e:
1. O -0.651
2. O -0.657
3. O -0.682
4. O -0.679
5. O -0.432
6. C -0.404
7. C -0.634
8. C -0.471
9. C -0.336
10. C -0.457
11. C -0.899
12. C -0.440
13. C -0.404
14. C 0.743
15. C 0.186
16. C 0.071
17. C -0.222
18. N -0.622
19. C -0.960
20. C 0.566
21. C -0.802
22. S 1.300
23. S 1.353
24. H 0.370
25. H 0.420
26. H 0.382
27. H 0.383
28. H 0.369
29. H 0.408
30. H 0.325
31. H 0.506
32. H 0.330
33. H 0.295
34. H 0.376
35. H 0.422
36. H 0.262
37. H 0.308
38. H 0.377

- Among the records above, which one has the lowest calculated total energy?
  C39H49GeN5OSSi3Yb